Record 1
# C7H18F3N5

2 unconnected molecules or ions with the total composition C7H18F3N5 (the ωB97M-V functional and the def2-TZVPD basis, the OMol25 dataset).

Computed properties:
ΔE to the lowest compared entry with this formula, charge and spin = 0.00 kcal/mol
Strongest force on any atom = 5.5 eV/Å
Net charge = +2
Highest occupied orbital energy = -0.539 Ha

Each line ends with the Mulliken charge.
Atoms and positions in Å:
F -0.306 3.016 4.779  -0.36
F 0.472 -2.723 -3.232  -0.30
F 0.731 -1.353 1.836  -0.32
N 1.822 -4.599 -5.873  -0.27
N -2.269 1.322 0.897  -0.40
N 0.188 0.586 3.563  0.05
N -1.300 2.624 2.689  -0.23
N 2.323 -2.479 -4.947  -0.32
C -0.736 0.262 2.453  -0.06
C 1.673 -3.650 -5.061  0.70
C 0.618 -3.897 -4.025  -0.50
C -0.295 3.290 1.999  -1.07
C -1.511 3.209 4.008  -0.22
C -0.610 -1.160 1.875  -0.33
C -1.530 1.255 2.028  0.29
H -2.320 2.648 4.480  0.34
H -2.715 2.220 0.845  0.24
H -1.771 4.371 3.853  0.33
H 0.203 1.516 3.885  0.13
H -2.755 0.699 0.411  0.19
H 1.389 -5.501 -5.708  0.25
H -0.993 -2.019 2.468  0.26
H 0.409 2.583 1.471  0.35
H -0.034 -0.137 4.287  0.41
H 0.789 -4.634 -3.336  0.40
H 2.505 -4.627 -6.570  0.24
H -0.907 -1.406 0.788  0.22
H 2.146 -1.782 -4.287  0.21
H -0.301 -4.121 -4.470  0.38
H -0.713 3.886 1.201  0.33
H 1.082 0.295 3.160  0.43
H 0.416 3.716 2.720  0.42
H 2.980 -2.147 -5.581  0.21

Record 2
# C7H18IN4O

2 unconnected molecules or ions with the total composition C7H18IN4O (the ωB97M-V functional and the def2-TZVPD basis, the OMol25 dataset).

Computed properties:
ΔE to the lowest compared entry with this formula, charge and spin = 53.83 kcal/mol
Strongest force on any atom = 5.8 eV/Å
Net charge = +1
Highest occupied orbital energy = -0.431 Ha

Each line ends with the Mulliken charge.
Atoms and positions in Å:
I 4.155 1.117 -0.266  0.18
O 0.710 1.826 0.592  -0.42
N -2.606 1.298 -0.222  0.10
N 1.194 -0.318 -0.176  -0.15
N 2.533 -0.442 -0.138  -0.04
N 0.396 0.525 0.138  -0.04
C -2.629 3.675 0.289  -0.96
C -3.012 -0.012 -0.250  -0.36
C 3.098 -2.682 0.457  -0.40
C -3.732 -0.389 -1.584  -1.10
C 2.867 -1.688 -0.692  -0.52
C 4.280 -2.560 1.376  -0.98
C -3.103 2.287 0.419  0.22
H 1.664 2.149 0.682  0.25
H 4.106 -3.203 2.237  0.32
H -2.087 3.825 -0.661  0.31
H 2.068 -2.161 -1.309  0.27
H -4.636 0.271 -1.656  0.29
H -2.927 -0.189 -2.428  0.30
H -2.181 -0.729 -0.231  0.22
H -1.883 1.490 -0.840  0.26
H -1.830 3.703 1.123  0.28
H -3.727 -0.213 0.625  0.31
H 2.057 -2.826 0.942  0.28
H -4.032 -1.371 -1.804  0.40
H 4.369 -1.477 1.851  0.21
H 5.344 -2.802 0.940  0.26
H 3.754 -1.746 -1.243  0.44
H -3.843 2.002 1.154  0.38
H 3.143 -3.718 0.059  0.34
H -3.509 4.357 0.617  0.34

Record 3
# C7H18N2

A single C7H18N2 molecule (the ωB97M-V functional and the def2-TZVPD basis, the OMol25 dataset).

Computed properties:
ΔE to the lowest compared entry with this formula, charge and spin = 72.76 kcal/mol
Strongest force on any atom = 0.8 eV/Å
Highest occupied orbital energy = -0.251 Ha

Each line ends with the Mulliken charge.
Atoms and positions in Å:
N 0.154 0.263 0.415  -0.30
N -1.569 -3.032 -0.017  -0.66
C -2.578 -0.906 0.882  -1.34
C 1.225 1.281 -0.266  1.34
C 2.567 1.053 0.418  -1.68
C 0.480 2.543 0.065  -1.30
C 1.294 0.981 -1.757  -1.86
C -0.289 -0.991 -0.217  -0.91
C -1.319 -1.743 0.634  0.38
H 0.491 0.074 1.359  0.41
H 0.328 1.142 -2.236  0.46
H -3.291 -1.464 1.491  0.40
H -2.353 0.030 1.397  0.35
H 1.630 -0.037 -1.968  0.35
H 0.566 -1.647 -0.401  0.29
H 2.503 1.277 1.486  0.45
H -0.733 -0.735 -1.181  0.35
H -0.461 1.320 0.489  0.48
H 0.893 3.085 0.916  0.26
H 2.928 0.026 0.294  0.34
H 2.004 1.675 -2.208  0.46
H -2.063 -2.894 -0.894  0.25
H -3.062 -0.659 -0.068  0.26
H -0.851 -1.970 1.600  0.34
H -2.160 -3.616 0.564  0.27
H 3.307 1.729 -0.013  0.40
H 0.361 3.215 -0.783  0.21

Record 4
# C7H18N2O

A single C7H18N2O molecule (the ωB97M-V functional and the def2-TZVPD basis, the OMol25 dataset).

Computed properties:
ΔE to the lowest compared entry with this formula, charge and spin = 54.66 kcal/mol
SMILES = CC(C)[C@](N)(O)C(C)(C)N
Strongest force on any atom = 5.4 eV/Å
Highest occupied orbital energy = -0.295 Ha

Each line ends with the Mulliken charge.
Atoms and positions in Å:
O -0.213 0.097 -2.003  -0.56
N 1.289 -0.592 1.376  -0.41
N 1.599 1.017 -0.969  -0.56
C 0.401 0.260 -0.773  0.19
C 0.535 -0.879 0.197  0.71
C -0.806 1.465 0.053  0.61
C -2.291 1.224 -0.195  -1.40
C 1.601 -1.975 -0.844  -1.33
C -0.685 -1.733 0.483  -1.69
C -0.539 1.816 1.506  -1.45
H -2.677 0.361 0.353  0.22
H 1.910 0.207 1.273  0.25
H 0.516 2.049 1.676  0.30
H -0.385 -2.671 0.962  0.53
H -2.896 2.080 0.142  0.44
H -2.533 1.096 -1.256  0.30
H -0.861 1.024 2.190  0.24
H 1.365 -2.045 -1.906  0.33
H 2.637 -1.661 -0.704  0.36
H 2.392 0.447 -1.235  0.24
H 1.498 -2.987 -0.443  0.41
H -1.371 -1.242 1.176  0.28
H 1.428 -1.368 2.010  0.24
H -1.094 2.717 1.804  0.48
H -0.542 2.350 -0.539  0.29
H 1.452 1.720 -1.686  0.31
H -1.215 -1.978 -0.438  0.30
H -0.512 -0.797 -2.211  0.36

Record 5
# C7H18N2O

A single C7H18N2O molecule (the ωB97M-V functional and the def2-TZVPD basis, the OMol25 dataset).

Computed properties:
ΔE to the lowest compared entry with this formula, charge and spin = 7.44 kcal/mol
SMILES = CC(C)[C@](N)(O)C(C)(C)N
Strongest force on any atom = 2.1 eV/Å
Highest occupied orbital energy = -0.323 Ha

Each line ends with the Mulliken charge.
Atoms and positions in Å:
O -0.005 -0.188 1.805  -0.64
N 1.414 1.498 0.168  -0.64
N -0.288 -1.892 0.282  -0.68
C -0.148 -0.457 0.437  0.44
C 1.223 0.123 -0.266  1.61
C -2.687 -0.451 0.504  -1.62
C 2.394 -0.766 0.197  -2.01
C 1.170 0.114 -1.795  -1.86
C -1.390 0.211 -0.161  0.24
C -1.466 1.716 0.044  -1.49
H 0.492 -2.373 0.712  0.29
H 0.474 0.865 -2.157  0.36
H -1.428 -0.033 -1.224  0.37
H -2.403 2.091 -0.363  0.44
H -2.786 -0.130 1.540  0.36
H 3.340 -0.302 -0.088  0.49
H 2.363 -1.752 -0.264  0.39
H 0.880 -0.862 -2.177  0.32
H 2.154 0.360 -2.195  0.47
H 1.324 1.549 1.176  0.25
H -3.563 -0.112 -0.044  0.44
H 2.376 -0.874 1.281  0.36
H -2.635 -1.535 0.459  0.41
H -0.731 -0.637 2.254  0.52
H -1.425 1.947 1.105  0.28
H -0.344 -2.156 -0.692  0.27
H -0.642 2.222 -0.448  0.34
H 2.339 1.826 -0.091  0.29

Record 6
# C7H18N2O4Si

A single C7H18N2O4Si molecule (the ωB97M-V functional and the def2-TZVPD basis, the OMol25 dataset).

Computed properties:
ΔE to the lowest compared entry with this formula, charge and spin = 23.32 kcal/mol
SMILES = CO[Si](CCCNC(N)=O)(OC)OC
Strongest force on any atom = 2.5 eV/Å
Highest occupied orbital energy = -0.339 Ha

Each line ends with the Mulliken charge.
Atoms and positions in Å:
Si -0.511 -0.931 0.786  0.65
O -1.627 -2.115 0.234  -0.31
O 0.358 -1.675 2.015  -0.38
O 1.010 0.944 -3.291  -0.62
O -1.005 0.617 1.244  -0.33
N 1.862 2.071 -1.518  -0.20
N 0.233 3.065 -2.966  -0.46
C -0.273 -1.424 3.300  -0.73
C 1.037 1.963 -2.628  0.56
C 0.602 -0.626 -0.705  -0.49
C -1.991 1.137 0.397  -0.54
C 2.563 0.901 -1.157  -0.90
C 1.759 0.134 -0.098  -0.34
C -2.115 -3.169 1.012  -0.66
H -0.371 2.924 -3.733  0.22
H -3.156 -3.453 0.758  0.25
H 1.309 0.919 0.574  0.18
H -1.595 0.930 -0.616  0.24
H 1.885 2.900 -0.883  0.25
H 0.434 -1.025 4.090  0.23
H -1.170 -0.776 3.225  0.32
H 2.746 0.352 -2.063  0.35
H 0.174 -0.039 -1.609  0.23
H -2.129 -2.939 2.077  0.25
H 0.482 4.016 -2.696  0.19
H 2.330 -0.528 0.621  0.35
H 3.595 1.151 -0.842  0.38
H 0.797 -1.642 -1.095  0.29
H -0.678 -2.374 3.609  0.30
H -1.555 -4.110 0.847  0.27
H -2.895 0.613 0.554  0.25
H -2.106 2.189 0.556  0.22